(1)
Molecular formula: C32H79BrNO14
Method: DFT, ωB97M-V/def2-TZVPD

Lowest unoccupied orbital energy: -4.8 eV
HOMO: -10.3 eV
Kohn-Sham gap: 5.5206 eV
Total charge: +1

Bonds (Å) are listed after each position.
Cartesian coordinates (Å):
1 Br 0.9699 -7.5003 3.1567  N2 1.901
2 N 0.2205 -6.3336 1.8561  Br1 1.901, C3 1.527, C6 1.529, H7 1.020
3 C -1.1411 -5.7622 2.2468  N2 1.527, C4 1.517, H8 1.089, H9 1.086
4 C -1.1456 -4.3481 1.6984  C3 1.517, C5 1.540, H10 1.089, H11 1.090
5 C 0.3230 -3.9186 1.5227  C4 1.540, C6 1.522, H12 1.089, H13 1.089
6 C 1.1587 -5.1899 1.4707  N2 1.529, C5 1.522, H14 1.086, H15 1.088
7 H 0.0970 -6.9453 1.0490  N2 1.020
8 H -1.8942 -6.4190 1.8143  C3 1.089
9 H -1.2144 -5.8500 3.3269  C3 1.086
10 H -1.6408 -3.6936 2.4140  C4 1.089
11 H -1.7016 -4.2950 0.7627  C4 1.090
12 H 0.6254 -3.3375 2.3931  C5 1.089
13 H 0.5045 -3.2803 0.6591  C5 1.089
14 H 1.9780 -5.1911 2.1835  C6 1.086
15 H 1.5643 -5.4647 0.4990  C6 1.088
16 C 2.6759 -0.9398 1.0615  O17 1.414, H22 1.089, H23 1.092, H24 1.096
17 O 1.6116 -0.8400 0.1363  C16 1.414, C18 1.423
18 C 1.2183 0.4890 -0.1840  O17 1.423, C19 1.512, H25 1.096, H26 1.092
19 C 1.8423 0.9932 -1.4650  C18 1.512, O20 1.415, H27 1.094, H28 1.096
20 O 3.2423 1.1644 -1.3552  C19 1.415, C21 1.412
21 C 4.0185 0.1474 -1.9540  O20 1.412, H29 1.095, H30 1.094, H31 1.089
22 H 3.0467 -1.9620 1.0010  C16 1.089
23 H 3.4984 -0.2601 0.8309  C16 1.092
24 H 2.3438 -0.7457 2.0879  C16 1.096
25 H 1.4694 1.1684 0.6382  C18 1.096
26 H 0.1329 0.4916 -0.3030  C18 1.092
27 H 1.4097 1.9742 -1.6844  C19 1.094
28 H 1.5947 0.3231 -2.2962  C19 1.096
29 H 3.9716 0.2026 -3.0467  C21 1.095
30 H 3.6927 -0.8484 -1.6380  C21 1.094
31 H 5.0488 0.3060 -1.6403  C21 1.089
32 C -1.5812 -0.4861 1.4121  O33 1.405, H38 1.090, H39 1.096, H40 1.098
33 O -2.2047 0.6381 0.8445  C32 1.405, C34 1.420
34 C -3.2896 0.3283 -0.0176  O33 1.420, C35 1.507, H41 1.097, H42 1.092
35 C -4.6264 0.4737 0.6638  C34 1.507, O36 1.420, H43 1.092, H44 1.096
36 O -4.7955 -0.4532 1.7258  C35 1.420, C37 1.414
37 C -4.6020 0.1103 3.0082  O36 1.414, H45 1.095, H46 1.094, H47 1.089
38 H -0.9120 -0.1339 2.1975  C32 1.090
39 H -2.3139 -1.1762 1.8466  C32 1.096
40 H -0.9829 -1.0282 0.6679  C32 1.098
41 H -3.1839 -0.6899 -0.4114  C34 1.097
42 H -3.2524 1.0203 -0.8620  C34 1.092
43 H -5.4091 0.2987 -0.0779  C35 1.092
44 H -4.7381 1.4991 1.0332  C35 1.096
45 H -5.4206 0.7881 3.2721  C37 1.095
46 H -3.6590 0.6605 3.0710  C37 1.094
47 H -4.5904 -0.7113 3.7235  C37 1.089
48 C -4.4171 1.8644 -5.5982  O49 1.413, H54 1.088, H55 1.093, H56 1.096
49 O -5.8048 2.0425 -5.3976  C48 1.413, C50 1.414
50 C -6.4167 1.0204 -4.6364  O49 1.414, C51 1.514, H57 1.097, H58 1.094
51 C -6.6196 1.4215 -3.1902  C50 1.514, O52 1.417, H59 1.094, H60 1.096
52 O -5.3943 1.6299 -2.5105  C51 1.417, C53 1.418
53 C -5.0163 2.9916 -2.3974  O52 1.418, H61 1.094, H62 1.092, H63 1.090
54 H -4.0370 2.7852 -6.0369  C48 1.088
55 H -3.8942 1.6699 -4.6577  C48 1.093
56 H -4.2213 1.0368 -6.2893  C48 1.096
57 H -5.8230 0.0994 -4.6830  C50 1.097
58 H -7.3947 0.8132 -5.0803  C50 1.094
59 H -7.1559 0.6194 -2.6740  C51 1.094
60 H -7.2371 2.3252 -3.1440  C51 1.096
61 H -5.6105 3.5097 -1.6385  C53 1.094
62 H -5.1254 3.5223 -3.3449  C53 1.092
63 H -3.9678 3.0087 -2.0990  C53 1.090
64 C 6.4596 -3.4961 5.3680  O65 1.419, H70 1.088, H71 1.093, H72 1.095
65 O 5.9457 -4.4678 4.4708  C64 1.419, C66 1.408
66 C 4.5878 -4.2905 4.1431  O65 1.408, C67 1.516, H73 1.097, H74 1.097
67 C 4.4031 -3.6333 2.7896  C66 1.516, O68 1.411, H75 1.100, H76 1.097
68 O 4.8688 -2.3018 2.7559  C67 1.411, C69 1.419
69 C 6.1501 -2.1520 2.1648  O68 1.419, H77 1.096, H78 1.092, H79 1.088
70 H 7.5379 -3.6352 5.4014  C64 1.088
71 H 6.2339 -2.4810 5.0328  C64 1.093
72 H 6.0524 -3.6381 6.3740  C64 1.095
73 H 4.0744 -3.7005 4.9121  C66 1.097
74 H 4.1208 -5.2830 4.1097  C66 1.097
75 H 3.3269 -3.6071 2.5639  C67 1.100
76 H 4.8908 -4.2417 2.0183  C67 1.097
77 H 6.1013 -2.3039 1.0808  C69 1.096
78 H 6.8711 -2.8532 2.5896  C69 1.092
79 H 6.4742 -1.1327 2.3636  C69 1.088
80 C 2.5958 4.2467 -0.0643  O81 1.414, H86 1.090, H87 1.095, H88 1.095
81 O 2.9028 5.6158 -0.2380  C80 1.414, C82 1.415
82 C 2.3181 6.1826 -1.3947  O81 1.415, C83 1.514, H89 1.097, H90 1.094
83 C 1.0147 6.8952 -1.1016  C82 1.514, O84 1.418, H91 1.094, H92 1.096
84 O 0.0027 6.0102 -0.6497  C83 1.418, C85 1.415
85 C -0.1704 6.0070 0.7543  O84 1.415, H93 1.096, H94 1.093, H95 1.089
86 H 2.9451 3.9662 0.9290  C80 1.090
87 H 1.5169 4.0723 -0.1256  C80 1.095
88 H 3.1058 3.6199 -0.8028  C80 1.095
89 H 2.1469 5.4089 -2.1530  C82 1.097
90 H 3.0278 6.9056 -1.8062  C82 1.094
91 H 0.6588 7.3637 -2.0241  C83 1.094
92 H 1.1858 7.6876 -0.3642  C83 1.096
93 H -0.6316 6.9390 1.1001  C85 1.096
94 H 0.7793 5.8713 1.2781  C85 1.093
95 H -0.8363 5.1786 0.9931  C85 1.089
96 C 4.6072 -7.3565 1.5968  O97 1.418, H102 1.089, H103 1.093, H104 1.093
97 O 4.5367 -6.3016 0.6526  C96 1.418, C98 1.423
98 C 5.2385 -6.5543 -0.5592  O97 1.423, C99 1.514, H105 1.094, H106 1.093
99 C 4.3301 -7.0629 -1.6589  C98 1.514, O100 1.422, H107 1.092, H108 1.097
100 O 3.7861 -8.3445 -1.3681  C99 1.422, C101 1.401
101 C 2.4811 -8.3374 -0.8595  O100 1.401, H109 1.099, H110 1.098, H111 1.090
102 H 3.8716 -7.1096 2.3614  C96 1.089
103 H 4.3506 -8.3158 1.1405  C96 1.093
104 H 5.5929 -7.4336 2.0633  C96 1.093
105 H 6.0465 -7.2721 -0.3880  C98 1.094
106 H 5.6891 -5.6122 -0.8799  C98 1.093
107 H 4.9081 -7.1656 -2.5794  C99 1.092
108 H 3.5271 -6.3390 -1.8457  C99 1.097
109 H 1.7551 -7.9895 -1.6081  C101 1.099
110 H 2.4115 -7.7016 0.0331  C101 1.098
111 H 2.2375 -9.3647 -0.5881  C101 1.090
112 C -4.7681 6.0580 -0.4920  O113 1.414, H118 1.090, H119 1.092, H120 1.097
113 O -5.1825 6.4599 -1.7823  C112 1.414, C114 1.419
114 C -5.8886 7.6904 -1.8096  O113 1.419, C115 1.516, H121 1.096, H122 1.093
115 C -5.0099 8.8560 -2.2174  C114 1.516, O116 1.415, H123 1.094, H124 1.096
116 O -3.9703 9.0998 -1.2894  C115 1.415, C117 1.415
117 C -2.7111 8.5936 -1.6891  O116 1.415, H125 1.096, H126 1.092, H127 1.088
118 H -4.0451 5.2536 -0.6256  C112 1.090
119 H -4.2943 6.8705 0.0637  C112 1.092
120 H -5.6136 5.6797 0.0953  C112 1.097
121 H -6.3355 7.8926 -0.8295  C114 1.096
122 H -6.6993 7.5901 -2.5360  C114 1.093
123 H -5.6282 9.7568 -2.2707  C115 1.094
124 H -4.5957 8.6718 -3.2153  C115 1.096
125 H -2.2975 9.1767 -2.5200  C117 1.096
126 H -2.7710 7.5453 -1.9903  C117 1.092
127 H -2.0436 8.6804 -0.8347  C117 1.088

---

(2)
Molecular formula: C32H80O16
Method: DFT, ωB97M-V/def2-TZVPD

ΔE to the lowest compared entry with this formula, charge and spin: 0.000 eV
2S+1: 2
⟨S²⟩: 0.76
Lowest unoccupied orbital energy (alpha / beta): -2.6 / -8.8 eV
HOMO (alpha / beta): -10.8 / -10.8 eV
Kohn-Sham gap (alpha / beta): 8.2172 / 1.9674 eV
Total charge: +1

Bonds (Å) are listed after each position.
Cartesian coordinates (Å):
1 C -1.8344 -3.1643 -4.7409  O2 1.457, H7 1.090, H8 1.090, H9 1.090
2 O -3.1399 -3.8032 -4.8383  C1 1.457, C3 1.410
3 C -4.3525 -3.1640 -4.5090  O2 1.410, C4 1.503, H10 1.090, H11 1.090
4 C -4.2260 -2.3984 -3.2213  C3 1.503, O5 1.416, H12 1.090, H13 1.090
5 O -3.4500 -1.2206 -3.3494  C4 1.416, C6 1.424
6 C -3.1045 -0.4937 -2.1750  O5 1.424, H14 1.090, H15 1.090, H16 1.090
7 H -1.6010 -3.0218 -3.6858  C1 1.090
8 H -1.8107 -2.2120 -5.2708  C1 1.090
9 H -1.0389 -3.7468 -5.2055  C1 1.090
10 H -5.2229 -3.8195 -4.4797  C3 1.090
11 H -4.4681 -2.4846 -5.3535  C3 1.090
12 H -3.7878 -3.0528 -2.4678  C4 1.090
13 H -5.2010 -2.1051 -2.8322  C4 1.090
14 H -2.4189 0.3059 -2.4558  C6 1.090
15 H -2.4892 -1.0141 -1.4411  C6 1.090
16 H -3.9263 0.0153 -1.6713  C6 1.090
17 C -0.5246 3.8661 -2.1102  O18 1.432, H23 1.090, H24 1.090, H25 1.090
18 O -0.5194 4.3721 -0.7705  C17 1.432, C19 1.416
19 C -1.8034 4.6449 -0.2392  O18 1.416, C20 1.588, H26 1.090, H27 1.090
20 C -1.7277 5.2078 1.2439  C19 1.588, O21 1.461, H28 1.090, H29 1.090
21 O -1.1261 6.5194 1.4717  C20 1.461, C22 1.412
22 C 0.2551 6.5673 1.1804  O21 1.412, H30 1.090, H31 1.090, H32 1.090
23 H -1.1637 2.9836 -2.1416  C17 1.090
24 H 0.4049 3.4821 -2.5304  C17 1.090
25 H -0.8672 4.7083 -2.7113  C17 1.090
26 H -2.2559 3.6707 -0.0538  C19 1.090
27 H -2.4982 5.2672 -0.8031  C19 1.090
28 H -1.1819 4.6161 1.9788  C20 1.090
29 H -2.7191 5.3149 1.6842  C20 1.090
30 H 0.5324 6.1353 0.2189  C22 1.090
31 H 0.7986 6.0391 1.9638  C22 1.090
32 H 0.5754 7.6089 1.1549  C22 1.090
33 C 3.9684 -0.1982 -0.8583  O34 1.409, H39 1.090, H40 1.090, H41 1.090
34 O 3.5408 -1.5406 -0.8768  C33 1.409, C35 1.414
35 C 3.4707 -2.1132 -2.1683  O34 1.414, C36 1.557, H42 1.090, H43 1.090
36 C 2.2344 -1.8073 -3.0646  C35 1.557, O37 1.459, H44 1.090, H45 1.090
37 O 2.0320 -0.3867 -3.3269  C36 1.459, C38 1.416
38 C 0.8039 0.0502 -3.8794  O37 1.416, H46 1.090, H47 1.090, H48 1.090
39 H 4.8522 -0.1763 -1.4957  C33 1.090
40 H 4.3462 -0.0692 0.1560  C33 1.090
41 H 3.2560 0.6056 -1.0440  C33 1.090
42 H 3.4293 -3.1549 -1.8502  C35 1.090
43 H 4.3361 -1.9853 -2.8186  C35 1.090
44 H 1.3667 -2.1648 -2.5103  C36 1.090
45 H 2.3536 -2.3420 -4.0070  C36 1.090
46 H -0.0566 0.0009 -3.2122  C38 1.090
47 H 0.4467 -0.4837 -4.7600  C38 1.090
48 H 0.8946 1.0986 -4.1636  C38 1.090
49 C 2.0834 -5.1451 3.0675  O50 1.406, H55 1.090, H56 1.090, H57 1.090
50 O 1.2713 -5.3420 4.1988  C49 1.406, C51 1.404
51 C 1.4386 -4.4368 5.2588  O50 1.404, C52 1.555, H58 1.090, H59 1.090
52 C 0.2694 -3.4117 5.2361  C51 1.555, O53 1.382, H60 1.090, H61 1.090
53 O 0.2824 -2.7414 4.0280  C52 1.382, C54 1.490
54 C 0.0592 -1.2723 4.1443  O53 1.490, H62 1.090, H63 1.090, H64 1.090
55 H 3.1061 -5.0621 3.4353  C49 1.090
56 H 1.7823 -4.2792 2.4779  C49 1.090
57 H 2.0122 -5.9649 2.3527  C49 1.090
58 H 2.3574 -3.8592 5.1565  C51 1.090
59 H 1.5100 -4.8447 6.2670  C51 1.090
60 H 0.4440 -2.6600 6.0060  C52 1.090
61 H -0.6968 -3.8664 5.4551  C52 1.090
62 H -0.7994 -1.2126 4.8132  C54 1.090
63 H -0.1109 -0.7584 3.1982  C54 1.090
64 H 0.9677 -0.8111 4.5316  C54 1.090
65 C -1.7684 -2.5678 0.5614  O66 1.447, H71 1.090, H72 1.090, H73 1.090
66 O -0.5316 -2.6536 -0.1855  C65 1.447, C67 1.422
67 C 0.6000 -2.1332 0.4996  O66 1.422, C68 1.522, H74 1.090, H75 1.090
68 C 0.7407 -0.6242 0.3546  C67 1.522, O69 1.451, H76 1.090, H77 1.090
69 O -0.4151 0.1188 0.8206  C68 1.451, C70 1.437
70 C -0.3440 1.4786 0.3624  O69 1.437, H78 1.090, H79 1.090, H80 1.090
71 H -1.7499 -3.1830 1.4610  C65 1.090
72 H -2.5750 -2.8268 -0.1245  C65 1.090
73 H -2.0432 -1.5400 0.7987  C65 1.090
74 H 1.4562 -2.7103 0.1504  C67 1.090
75 H 0.5918 -2.4389 1.5458  C67 1.090
76 H 0.9123 -0.4456 -0.7069  C68 1.090
77 H 1.5746 -0.2175 0.9266  C68 1.090
78 H -1.0669 2.1051 0.8849  C70 1.090
79 H -0.6179 1.4157 -0.6908  C70 1.090
80 H 0.6399 1.9421 0.4352  C70 1.090
81 C 6.4733 6.1616 -0.8834  O82 1.437, H87 1.090, H88 1.090, H89 1.090
82 O 7.1565 4.9724 -1.3134  C81 1.437, C83 1.422
83 C 6.6274 4.0929 -2.2982  O82 1.422, C84 1.571, H90 1.090, H91 1.090
84 C 5.3504 3.3336 -1.7882  C83 1.571, O85 1.376, H92 1.090, H93 1.090
85 O 4.2193 4.1027 -1.6342  C84 1.376, C86 1.402
86 C 3.1218 3.5296 -0.9766  O85 1.402, H94 1.090, H95 1.090, H96 1.090
87 H 6.7243 6.9515 -1.5913  C81 1.090
88 H 6.8909 6.4413 0.0838  C81 1.090
89 H 5.3995 6.1506 -0.6964  C81 1.090
90 H 7.3613 3.3202 -2.5273  C83 1.090
91 H 6.3522 4.6525 -3.1922  C83 1.090
92 H 5.5815 2.7872 -0.8738  C84 1.090
93 H 4.9760 2.6467 -2.5473  C84 1.090
94 H 2.4081 4.3342 -0.7995  C86 1.090
95 H 3.3826 3.0316 -0.0428  C86 1.090
96 H 2.5267 2.8297 -1.5633  C86 1.090
97 C -3.2473 1.6965 3.8260  O98 1.448, H103 1.090, H104 1.090, H105 1.090
98 O -4.0086 2.7736 4.4235  C97 1.448, C99 1.441
99 C -3.4115 3.4599 5.5405  O98 1.441, C100 1.543, H106 1.090, H107 1.090
100 C -4.3173 4.6317 5.9741  C99 1.543, O101 1.442, H108 1.090, H109 1.090
101 O -4.3309 5.6549 4.9580  C100 1.442, C102 1.433
102 C -5.0764 6.8535 5.2024  O101 1.433, H110 1.090, H111 1.090, H112 1.090
103 H -2.2603 1.9100 3.4155  C97 1.090
104 H -3.8274 1.3577 2.9676  C97 1.090
105 H -3.1654 0.8147 4.4615  C97 1.090
106 H -2.3857 3.7226 5.2818  C99 1.090
107 H -3.3511 2.6149 6.2264  C99 1.090
108 H -3.8615 5.0452 6.8737  C100 1.090
109 H -5.3353 4.3318 6.2227  C100 1.090
110 H -5.1454 7.4794 4.3128  C102 1.090
111 H -4.4757 7.4229 5.9117  C102 1.090
112 H -6.0983 6.7453 5.5660  C102 1.090
113 C -3.1877 -6.5378 -1.9709  O114 1.404, H119 1.090, H120 1.090, H121 1.090
114 O -1.8113 -6.5188 -2.2484  C113 1.404, C115 1.420
115 C -0.9914 -5.5099 -1.6771  O114 1.420, C116 1.543, H122 1.090, H123 1.090
116 C 0.5066 -5.7682 -1.9411  C115 1.543, O117 1.406, H124 1.090, H125 1.090
117 O 0.7657 -5.9158 -3.3152  C116 1.406, C118 1.419
118 C 2.1006 -6.2686 -3.6415  O117 1.419, H126 1.090, H127 1.090, H128 1.090
119 H -3.7457 -5.7293 -2.4432  C113 1.090
120 H -3.4448 -6.4403 -0.9162  C113 1.090
121 H -3.7305 -7.4273 -2.2907  C113 1.090
122 H -1.2541 -5.4603 -0.6204  C115 1.090
123 H -1.3419 -4.5698 -2.1031  C115 1.090
124 H 0.7508 -6.6840 -1.4029  C116 1.090
125 H 0.9827 -4.8281 -1.6628  C116 1.090
126 H 2.2328 -6.8191 -4.5730  C118 1.090
127 H 2.4107 -6.9869 -2.8826  C118 1.090
128 H 2.7418 -5.3970 -3.5105  C118 1.090